{
  "formula": "C11H12BrN5O7P2Pb",
  "method": "ωB97M-V with the def2-TZVPD basis set",
  "symbols": ["Pb", "O", "P", "O", "O", "O", "P", "O", "O", "O", "H", "H", "N", "C", "C", "N", "C", "C", "N", "C", "C", "N", "H", "H", "H", "H", "H", "H", "Br", "C", "C", "C", "C", "N", "C", "H", "H", "H", "H"],
  "coordinates": [[-4.911, -12.705, -2.026], [-4.665, -16.304, 1.382], [-4.723, -15.722, -0.052], [-5.730, -16.776, -0.660], [-5.077, -14.279, -0.167], [-3.499, -16.090, -0.981], [-2.360, -15.187, -1.594], [-1.344, -14.929, -0.413], [-1.590, -16.151, -2.565], [-2.899, -13.944, -2.218], [-4.657, -15.791, 2.231], [-1.027, -14.030, -0.400], [-2.878, -11.868, -6.064], [-3.648, -12.797, -6.709], [-4.539, -13.222, -5.749], [-4.328, -12.550, -4.600], [-3.318, -11.715, -4.805], [-2.761, -10.869, -3.736], [-3.136, -11.034, -2.470], [-2.483, -10.097, -1.759], [-1.688, -9.346, -2.579], [-1.881, -9.864, -3.833], [-2.120, -11.375, -6.499], [-3.510, -13.015, -7.744], [-5.337, -13.947, -5.888], [-2.726, -10.021, -0.733], [-1.036, -8.516, -2.365], [-1.557, -9.425, -4.681], [-9.913, -16.486, -4.884], [-8.547, -16.796, -3.654], [-8.662, -17.739, -2.609], [-7.697, -17.748, -1.608], [-6.628, -16.822, -1.727], [-6.464, -15.962, -2.702], [-7.420, -15.982, -3.671], [-9.513, -18.396, -2.600], [-7.735, -18.469, -0.739], [-2.223, -16.873, -2.967], [-7.415, -15.253, -4.457]],
  "nbo_charge": [1.6285, -0.9695, 2.6406, -0.8014, -1.1633, -1.0724, 2.6113, -0.9493, -0.9542, -1.1719, 0.5738, 0.5332, -0.4658, -0.0543, -0.0631, -0.5409, 0.3030, 0.3188, -0.5738, -0.0679, -0.0549, -0.4659, 0.4372, 0.2566, 0.2357, 0.2318, 0.2625, 0.4459, 0.1584, -0.1498, -0.1473, -0.2517, 0.4903, -0.4979, 0.0083, 0.2565, 0.2668, 0.5517, 0.2042],
  "e_homo_ev": -14.0434,
  "e_lumo_ev": -6.2,
  "e_tot_ev": -127246.4367,
  "de_lowest_kcal_mol": 0.0,
  "charge": 2
}



{
  "formula": "C19H33BCl2F2InN5O3",
  "method": "ωB97M-V with the def2-TZVPD basis set",
  "symbols": ["In", "C", "C", "C", "C", "C", "C", "C", "C", "C", "C", "H", "H", "H", "H", "H", "H", "H", "H", "H", "H", "H", "H", "H", "H", "H", "N", "C", "C", "C", "N", "H", "H", "H", "H", "H", "H", "H", "H", "H", "H", "Cl", "C", "Cl", "C", "O", "O", "H", "F", "B", "F", "C", "N", "C", "C", "O", "N", "C", "N", "H", "H", "H", "H", "H", "H", "H"],
  "coordinates": [[-0.227, -0.245, -0.397], [-1.437, 1.344, -1.636], [-0.458, 1.880, -2.608], [-0.007, 3.071, -2.133], [-0.677, 3.378, -0.867], [-1.546, 2.377, -0.573], [-2.576, 2.321, 0.513], [-0.444, 4.655, -0.122], [0.974, 4.002, -2.778], [-0.155, 1.260, -3.936], [-2.668, 0.605, -2.107], [-3.570, 2.508, 0.096], [-2.387, 3.073, 1.279], [-2.599, 1.342, 0.989], [-0.726, 5.512, -0.737], [0.611, 4.779, 0.140], [-1.028, 4.689, 0.796], [0.461, 4.892, -3.151], [1.480, 3.529, -3.619], [1.728, 4.343, -2.063], [-0.290, 0.185, -3.903], [0.869, 1.473, -4.252], [-0.827, 1.655, -4.704], [-3.280, 1.281, -2.714], [-3.266, 0.261, -1.262], [-2.407, -0.255, -2.721], [1.077, -0.163, 1.705], [1.911, 0.869, 2.333], [3.037, 1.348, 1.419], [2.508, 2.097, 0.199], [1.921, 1.184, -0.783], [0.187, -0.244, 2.197], [1.493, -1.084, 1.797], [2.334, 0.502, 3.273], [1.274, 1.723, 2.569], [3.649, 0.499, 1.094], [3.679, 2.020, 1.991], [3.309, 2.703, -0.239], [1.720, 2.781, 0.525], [2.634, 0.626, -1.241], [1.437, 1.710, -1.513], [-0.660, -5.095, 0.425], [-1.694, -2.843, 1.970], [-0.721, -2.624, 3.468], [-2.399, -1.510, 1.687], [-3.593, -1.409, 1.878], [-1.665, -0.533, 1.217], [-2.451, -3.579, 2.222], [0.592, -2.778, 0.926], [-0.749, -3.261, 0.723], [-1.172, -2.621, -0.479], [2.689, -4.923, -1.439], [2.013, -3.729, -1.908], [0.819, -3.812, -2.727], [0.286, -2.387, -2.647], [-0.719, -1.974, -3.170], [1.152, -1.650, -1.855], [2.083, -2.500, -1.401], [3.079, -2.074, -0.597], [2.010, -5.514, -0.826], [3.566, -4.662, -0.851], [3.015, -5.512, -2.296], [0.091, -4.511, -2.310], [1.049, -4.098, -3.755], [2.838, -1.224, -0.110], [3.546, -2.767, -0.038]],
  "nbo_charge": [1.7525, -0.3440, -0.0493, -0.0765, -0.0701, -0.0267, -0.6665, -0.6353, -0.6431, -0.6554, -0.6519, 0.2195, 0.2085, 0.2712, 0.2189, 0.2006, 0.2218, 0.2264, 0.2169, 0.2076, 0.2441, 0.2063, 0.2222, 0.2097, 0.2361, 0.2410, -0.8852, -0.2168, -0.4075, -0.2212, -0.8792, 0.4381, 0.4047, 0.1954, 0.2031, 0.1813, 0.2252, 0.1858, 0.2070, 0.3721, 0.4223, -0.3188, -0.5951, -0.0863, 0.7970, -0.6077, -0.9211, 0.2514, -0.5643, 0.8929, -0.5339, -0.4083, -0.3739, -0.3316, 0.6970, -0.5629, -0.7201, 0.6894, -0.7785, 0.2394, 0.2006, 0.2155, 0.2653, 0.2311, 0.4072, 0.4056],
  "e_homo_ev": -7.7790,
  "e_lumo_ev": -0.2,
  "e_tot_ev": -70168.5431,
  "de_lowest_kcal_mol": 0.0
}



{
  "formula": "C18H33N2O9P2ReSSb",
  "method": "ωB97M-V with the def2-TZVPD basis set",
  "symbols": ["Re", "O", "P", "O", "O", "O", "P", "O", "O", "O", "H", "H", "N", "C", "C", "O", "O", "H", "H", "H", "H", "H", "S", "C", "N", "C", "C", "C", "C", "C", "C", "H", "H", "H", "H", "H", "C", "C", "C", "Sb", "C", "C", "C", "C", "C", "C", "H", "H", "H", "H", "H", "H", "H", "H", "H", "H", "H", "H", "H", "H", "H", "H", "H", "H", "H", "H", "H"],
  "coordinates": [[0.157, -0.693, 0.732], [-3.495, -2.281, -0.336], [-2.483, -2.130, 0.842], [-2.759, -2.958, 2.023], [-1.048, -2.222, 0.220], [-2.554, -0.546, 1.149], [-2.093, 0.598, 2.170], [-2.891, 1.843, 1.676], [-2.213, 0.241, 3.582], [-0.603, 0.840, 1.634], [-4.246, -2.863, -0.156], [-3.432, 2.271, 2.354], [-1.503, -2.499, 4.428], [-0.093, -2.984, 4.382], [0.633, -2.451, 3.154], [1.702, -2.848, 2.788], [-0.063, -1.488, 2.570], [-1.984, -2.836, 5.262], [-2.033, -2.809, 3.578], [-1.573, -1.466, 4.389], [-0.097, -4.072, 4.353], [0.435, -2.664, 5.279], [4.287, 1.282, 0.438], [2.874, 0.480, 0.019], [2.003, 0.276, 0.987], [2.474, 0.816, 2.206], [1.827, 0.837, 3.445], [2.477, 1.425, 4.506], [3.751, 1.996, 4.365], [4.392, 2.000, 3.149], [3.733, 1.405, 2.073], [2.727, 0.102, -0.980], [0.834, 0.433, 3.559], [1.992, 1.458, 5.471], [4.231, 2.447, 5.223], [5.369, 2.447, 3.028], [-3.177, 1.181, -1.660], [-2.308, 0.383, -2.621], [-2.336, 1.008, -4.014], [-0.266, 0.117, -1.940], [0.397, -1.637, -3.006], [1.899, -1.825, -2.813], [-0.007, -1.662, -4.475], [0.952, 1.806, -2.523], [0.658, 2.972, -1.581], [0.838, 2.188, -3.995], [-4.170, 1.291, -2.102], [-2.783, 2.186, -1.498], [-3.301, 0.700, -0.696], [-2.653, -0.654, -2.672], [-2.159, 2.082, -3.959], [-3.336, 0.866, -4.429], [-1.624, 0.575, -4.714], [-0.131, -2.437, -2.478], [2.474, -1.016, -3.272], [2.220, -2.754, -3.289], [2.179, -1.905, -1.757], [0.475, -0.869, -5.047], [-1.085, -1.582, -4.611], [0.306, -2.612, -4.911], [1.971, 1.457, -2.347], [-0.355, 3.353, -1.721], [1.345, 3.794, -1.790], [0.771, 2.698, -0.528], [-0.110, 2.672, -4.217], [0.956, 1.335, -4.663], [1.630, 2.901, -4.234]],
  "nbo_charge": [1.7608, -0.9769, 2.6109, -1.1131, -1.0651, -1.1318, 2.5871, -0.9690, -1.1007, -0.9571, 0.5491, 0.5491, -0.7096, -0.3378, 0.7832, -0.5487, -0.8374, 0.4386, 0.4845, 0.4771, 0.2626, 0.2565, 0.6065, -0.1129, -0.5613, 0.1802, -0.2355, -0.1605, -0.1685, -0.1905, -0.2396, 0.2470, 0.2353, 0.2366, 0.2471, 0.2501, -0.6344, -0.4441, -0.6375, 1.1556, -0.4858, -0.6297, -0.6308, -0.4704, -0.6365, -0.6314, 0.2390, 0.2132, 0.2183, 0.2346, 0.2156, 0.2449, 0.2207, 0.2341, 0.2119, 0.2511, 0.1881, 0.2124, 0.2212, 0.2409, 0.2077, 0.2201, 0.2397, 0.2080, 0.2219, 0.2167, 0.2390],
  "e_homo_ev": [-14.5821, -14.7340],
  "e_lumo_ev": [-7.2, -7.5],
  "e_tot_ev": -78683.2764,
  "de_lowest_kcal_mol": 0.0,
  "multiplicity": 4,
  "charge": 2
}



{
  "formula": "C27H57N14O26P",
  "method": "ωB97M-V with the def2-TZVPD basis set",
  "symbols": ["C", "C", "C", "C", "C", "C", "C", "C", "C", "C", "C", "C", "C", "C", "O", "N", "P", "N", "C", "O", "H", "H", "H", "H", "H", "H", "H", "H", "H", "H", "H", "H", "H", "H", "H", "H", "H", "H", "H", "H", "H", "C", "N", "O", "O", "H", "H", "H", "C", "N", "O", "O", "H", "H", "H", "C", "N", "O", "O", "H", "H", "H", "C", "N", "O", "O", "H", "H", "H", "C", "N", "O", "O", "H", "H", "H", "C", "N", "O", "O", "H", "H", "H", "C", "N", "O", "O", "H", "H", "H", "C", "N", "O", "O", "H", "H", "H", "C", "N", "O", "O", "H", "H", "H", "C", "N", "O", "O", "H", "H", "H", "C", "N", "O", "O", "H", "H", "H", "C", "N", "O", "O", "H", "H", "H"],
  "coordinates": [[0.420, -0.428, -1.928], [0.724, -1.692, -2.760], [-0.101, -2.885, -2.262], [0.640, -3.542, -1.069], [-0.012, -3.326, 0.321], [0.266, -4.462, 1.315], [1.445, -4.165, 2.301], [2.553, -3.468, 1.545], [3.313, -4.163, 0.638], [4.279, -3.511, -0.074], [4.435, -2.184, 0.142], [3.714, -1.468, 1.059], [2.752, -2.131, 1.762], [4.156, -0.024, 1.093], [3.777, 0.840, 1.846], [5.112, 0.083, 0.017], [4.503, 1.315, -1.079], [5.609, 1.918, -2.005], [5.384, -1.216, -0.507], [6.244, -1.470, -1.327], [0.865, 0.446, -2.382], [0.803, -0.570, -0.915], [-0.661, -0.319, -1.918], [1.794, -1.904, -2.719], [0.497, -1.440, -3.802], [-1.131, -2.610, -2.054], [-0.081, -3.606, -3.082], [0.859, -4.595, -1.248], [1.609, -3.042, -1.015], [-1.090, -3.247, 0.158], [0.292, -2.353, 0.712], [0.508, -5.393, 0.805], [-0.626, -4.581, 1.933], [1.852, -5.102, 2.677], [1.070, -3.530, 3.101], [3.104, -5.214, 0.506], [4.897, -4.023, -0.799], [2.145, -1.579, 2.470], [3.428, 0.750, -1.814], [3.945, 2.331, -0.286], [6.479, 1.437, -1.799], [0.158, 4.552, -2.101], [0.427, 3.094, -2.005], [-0.522, 2.337, -1.976], [1.592, 2.747, -1.956], [-0.914, 4.704, -2.137], [0.587, 5.026, -1.226], [0.631, 4.909, -3.012], [-3.635, -0.268, -2.875], [-3.804, -1.683, -2.446], [-4.361, -1.883, -1.384], [-3.379, -2.546, -3.181], [-4.063, 0.371, -2.112], [-2.571, -0.080, -2.988], [-4.155, -0.151, -3.821], [-4.653, -3.488, 1.651], [-3.344, -4.154, 1.856], [-3.190, -5.262, 1.388], [-2.503, -3.538, 2.479], [-5.292, -4.151, 1.079], [-5.084, -3.285, 2.627], [-4.461, -2.569, 1.105], [-8.657, -3.402, 4.648], [-7.300, -3.061, 4.139], [-6.505, -3.967, 3.997], [-7.074, -1.893, 3.897], [-8.707, -4.466, 4.814], [-8.804, -2.857, 5.575], [-9.374, -3.092, 3.893], [3.474, -4.972, 6.083], [3.002, -6.155, 5.314], [1.811, -6.257, 5.107], [3.849, -6.938, 4.944], [2.614, -4.366, 6.344], [3.976, -5.341, 6.972], [4.162, -4.424, 5.445], [-7.000, 0.325, 0.450], [-6.632, 0.974, -0.838], [-5.538, 1.495, -0.912], [-7.451, 0.934, -1.728], [-6.175, 0.439, 1.143], [-7.893, 0.820, 0.821], [-7.193, -0.723, 0.242], [0.794, 1.085, -5.718], [1.130, 2.535, -5.709], [0.338, 3.293, -5.185], [2.174, 2.858, -6.225], [-0.161, 0.950, -5.222], [0.745, 0.767, -6.755], [1.586, 0.564, -5.186], [2.359, 8.129, 0.461], [1.865, 6.949, -0.297], [0.671, 6.881, -0.532], [2.687, 6.128, -0.636], [1.520, 8.769, 0.691], [2.828, 7.758, 1.369], [3.076, 8.641, -0.170], [-9.783, -7.351, 7.711], [-9.545, -6.547, 6.482], [-9.131, -7.120, 5.501], [-9.786, -5.357, 6.546], [-9.526, -8.382, 7.501], [-9.152, -6.942, 8.494], [-10.834, -7.253, 7.965], [1.603, 10.477, -3.269], [0.755, 10.646, -2.058], [1.194, 10.238, -0.997], [-0.319, 11.178, -2.207], [2.524, 9.988, -2.980], [1.041, 9.866, -3.971], [1.800, 11.459, -3.674], [7.543, -2.968, 1.686], [7.252, -4.356, 2.136], [6.660, -4.495, 3.186], [7.627, -5.254, 1.416], [7.151, -2.276, 2.422], [8.621, -2.869, 1.597], [7.059, -2.833, 0.725], [4.645, 11.528, -6.529], [3.804, 11.708, -5.314], [4.248, 11.306, -4.258], [2.726, 12.246, -5.470], [5.567, 11.039, -6.239], [4.081, 10.918, -7.228], [4.838, 12.515, -6.939]],
  "lowdin_charge": [-0.1005, -0.2550, -0.1887, -0.1781, -0.1795, -0.1661, -0.1171, -0.2270, -0.0114, 0.0011, -0.1310, -0.0827, 0.0365, -0.4025, 0.1149, -0.0693, 0.7545, -0.2916, -0.4016, 0.1150, 0.0211, 0.0742, 0.0496, 0.0972, 0.0879, 0.0800, 0.1071, 0.1094, 0.0777, 0.0941, 0.1035, 0.1096, 0.0718, 0.1024, 0.1161, 0.1378, 0.1377, 0.1394, 0.0143, 0.0244, -0.0419, 0.0405, -0.4208, 0.0505, 0.0215, 0.1022, 0.0515, 0.1007, 0.0624, -0.4375, 0.0461, 0.0682, 0.0648, 0.0825, 0.1083, 0.0404, -0.4280, 0.0769, 0.0492, 0.1022, 0.0567, 0.0827, 0.0475, -0.4318, 0.0598, 0.0589, 0.0556, 0.1040, 0.1065, 0.0458, -0.4559, 0.0548, 0.0692, 0.0924, 0.0988, 0.0954, 0.0476, -0.4433, 0.0469, 0.0714, 0.0963, 0.1000, 0.0987, 0.0461, -0.4428, 0.0506, 0.0799, 0.0894, 0.1009, 0.0985, 0.0366, -0.4209, 0.0441, 0.0795, 0.0762, 0.1046, 0.0963, 0.0515, -0.4388, 0.0881, 0.0428, 0.0962, 0.1023, 0.1016, 0.0381, -0.4268, 0.0351, 0.0838, 0.0851, 0.1100, 0.0667, 0.0532, -0.4507, 0.0555, 0.0702, 0.0977, 0.1051, 0.0712, 0.0547, -0.4323, 0.0667, 0.0586, 0.0964, 0.1034, 0.1025],
  "e_homo_ev": -8.3543,
  "e_lumo_ev": -0.5,
  "e_tot_ev": -112274.3611
}